Computed, not measured: C36H44BMnN11 as an isolated structure, with wB97M-V/def2-TZVPD.

Each line ends with the Mulliken charge.
Cartesian coordinates (Å):
Mn: 0.833903 -0.301392 1.171511  -1.12
C: 4.212960 1.704891 -1.628861  -1.40
C: 3.997083 1.845399 -0.112237  0.28
C: 2.830118 2.766486 0.203701  -0.88
C: 3.848212 0.484955 0.492177  0.30
C: 4.872768 -0.457004 0.567187  -1.61
C: 4.310183 -1.602943 1.102898  -0.21
N: 3.018003 -1.370463 1.358019  0.27
N: 2.724118 -0.070042 0.993539  0.60
B: 2.124501 -2.290275 2.245407  0.75
N: 0.849107 -2.744212 1.477037  0.02
C: 0.468452 -4.014145 1.308892  -0.27
C: -0.835800 -4.027146 0.840150  -1.53
C: -1.230388 -2.696636 0.746051  0.42
N: -0.195576 -1.916100 1.135973  0.79
C: -2.563495 -2.213697 0.262207  0.10
C: -2.450632 -1.700240 -1.182988  -1.17
C: -3.121549 -1.150347 1.205623  -0.75
N: 1.630690 -1.425875 3.405268  -0.32
C: 1.749327 -1.550147 4.729581  -0.53
C: 1.152128 -0.448131 5.324041  -1.09
C: 0.681910 0.347728 4.290755  -0.17
N: 0.971811 -0.284817 3.103702  1.35
C: 0.007046 1.670455 4.425070  2.24
C: -1.439819 1.483098 4.917013  -1.41
C: 0.795894 2.572397 5.385378  -1.56
H: 4.292411 2.694381 -2.077318  0.45
H: 5.131317 1.162891 -1.848221  0.45
H: 3.378407 1.175096 -2.095766  0.17
H: 4.906565 2.275228 0.313708  0.56
H: 1.893656 2.290480 -0.095897  -0.39
H: 2.810201 2.989956 1.273634  0.45
H: 2.933662 3.703733 -0.340775  0.48
H: 5.898989 -0.321599 0.268869  0.57
H: 4.761489 -2.559101 1.316970  0.61
H: 2.736089 -3.235974 2.605324  -0.03
H: 1.136621 -4.831919 1.529123  0.58
H: -1.439363 -4.891347 0.619295  0.59
H: -3.224086 -3.080541 0.268366  0.64
H: -1.754985 -0.859886 -1.225325  -0.30
H: -2.102964 -2.487119 -1.852019  0.53
H: -3.426645 -1.366768 -1.534687  0.54
H: -2.372726 -0.366302 1.325507  -0.64
H: -4.043274 -0.730430 0.803942  0.54
H: -3.338483 -1.571167 2.187747  0.48
H: 2.245456 -2.396837 5.178553  0.56
H: 1.087239 -0.247504 6.379871  0.59
H: -0.011838 2.142051 3.449760  -1.16
H: -1.458966 0.912951 5.844925  0.40
H: -1.885467 2.457482 5.114171  0.42
H: -2.043078 0.959063 4.172132  0.29
H: 0.812689 2.155638 6.391736  0.39
H: 1.825830 2.703986 5.051310  0.39
H: 0.320023 3.550413 5.443271  0.44
C: -0.091226 1.571990 -2.140732  -1.33
C: 0.473033 0.198470 -2.086912  -0.12
N: 0.852900 -0.507001 -1.013481  1.95
C: 1.311898 -1.724799 -1.478284  -0.49
C: 1.185729 -1.764172 -2.821950  -1.74
N: 0.653774 -0.553015 -3.189250  0.52
C: 0.347652 -0.215901 -4.584842  -1.54
N: -0.472671 -1.217735 -5.166711  0.81
N: 0.115495 -2.226758 -5.876834  -0.54
N: -0.780113 -2.983743 -6.343679  -0.52
C: -2.023605 -2.509937 -5.979798  0.09
C: -3.306642 -2.982695 -6.244782  -0.65
C: -4.367926 -2.262654 -5.736359  -0.65
C: -4.170537 -1.093166 -4.986332  -0.60
C: -2.906246 -0.609539 -4.712452  -0.58
C: -1.835518 -1.346328 -5.209266  1.25
H: 0.169896 2.111702 -1.243020  -0.10
H: -1.181998 1.551505 -2.219110  0.12
H: 0.303948 2.125955 -2.990162  0.66
H: 1.690752 -2.500331 -0.834294  0.45
H: 1.420670 -2.529329 -3.544841  0.62
H: 1.274920 -0.197305 -5.156670  0.19
H: -0.140332 0.753024 -4.638235  0.70
H: -3.459906 -3.885692 -6.819609  0.46
H: -5.375358 -2.605988 -5.925916  0.41
H: -5.034770 -0.546531 -4.632579  0.45
H: -2.773374 0.337559 -4.199915  0.37
C: -0.169360 1.098367 1.124224  0.18
C: -0.944715 2.218872 1.115464  1.43
C: -2.363889 2.191520 0.933810  -0.41
C: -3.081104 3.357490 0.936229  -0.93
C: -2.433815 4.585572 1.110028  -0.61
C: -1.048501 4.638729 1.315679  -1.00
C: -0.307727 3.490931 1.323961  -0.17
H: -2.870712 1.247264 0.805438  0.56
H: -4.154044 3.324179 0.802482  0.54
H: -3.011692 5.501629 1.091423  0.49
H: -0.558895 5.590718 1.472924  0.54
H: 0.754255 3.528480 1.509037  0.46

Force components x, y, z for each atom (eV/Å):
-0.429 0.393 0.229
-0.008 0.023 0.081
-0.235 0.087 -0.180
0.152 -0.084 0.134
0.489 -0.190 -0.175
-0.173 -0.042 0.029
0.109 0.303 -0.235
0.342 -0.323 0.120
-0.485 0.214 -0.003
-0.153 0.177 0.095
0.147 -0.687 0.151
-0.151 0.152 -0.205
-0.083 0.210 0.064
-0.193 -0.557 -0.326
0.193 0.733 0.158
0.144 0.328 -0.126
-0.102 -0.091 0.217
0.057 -0.327 0.016
0.417 -0.541 0.705
-0.055 0.018 -0.337
-0.153 0.297 -0.112
0.094 -0.092 0.253
-0.072 -0.138 -1.090
-0.146 -0.014 0.309
0.163 0.048 -0.203
0.029 -0.039 -0.138
0.018 -0.010 -0.020
-0.033 -0.036 -0.033
-0.015 -0.004 0.001
0.007 -0.024 0.026
-0.008 0.090 -0.030
-0.102 -0.002 -0.013
-0.031 0.020 0.015
-0.013 0.030 -0.004
-0.058 -0.001 0.093
0.056 -0.063 -0.054
0.027 0.040 0.075
-0.006 0.006 -0.004
0.007 -0.022 0.017
0.007 0.037 -0.083
0.055 0.060 -0.050
0.010 -0.007 -0.025
-0.074 -0.099 0.146
0.002 0.046 0.002
0.015 0.076 0.026
0.017 -0.027 -0.070
-0.001 0.020 -0.014
0.043 0.086 -0.067
-0.028 -0.014 0.005
-0.049 -0.013 -0.025
-0.062 -0.036 0.072
-0.011 0.003 0.010
-0.003 0.021 0.043
0.009 0.005 0.006
-0.092 -0.078 0.055
-0.041 -0.235 -0.025
0.045 0.355 0.929
0.001 -0.252 0.019
0.047 -0.032 -0.020
0.142 0.094 0.345
-0.057 -0.219 -0.471
-0.270 0.399 -0.029
0.139 -0.075 0.060
0.029 -0.367 -0.198
0.059 0.676 0.575
-0.114 -0.123 -0.029
0.051 -0.227 -0.047
0.088 0.077 -0.002
-0.022 0.264 0.069
-0.050 -0.526 -0.384
0.074 0.161 0.050
0.017 -0.020 -0.051
0.003 0.017 0.021
-0.012 0.106 0.001
-0.015 0.031 -0.011
0.029 0.087 0.080
0.009 0.021 0.096
0.023 0.032 -0.054
-0.011 0.036 0.001
-0.001 0.015 -0.022
0.009 -0.078 0.081
-0.103 0.030 -0.410
0.224 -0.137 0.072
-0.230 -0.224 -0.083
-0.048 0.032 -0.034
0.082 -0.189 -0.001
0.050 0.126 -0.005
0.185 -0.005 0.059
0.036 0.156 -0.087
0.008 0.011 -0.007
0.014 0.011 0.029
-0.020 0.000 -0.003
0.051 0.007 -0.042

Output
Gap between HOMO and LUMO (spin up / spin down), eV: 2.9 / 2.9
HOMO (spin up / spin down), eV: -14.9801 / -14.9801
ΔE to the lowest compared entry with this formula, charge and spin, kJ/mol: 18.88
Largest force on an atom, eV/Å: 1.10
Molecular weight, g mol⁻¹: 696.6
Energy, hartree: -3175.337522
Net charge: +3